[1]
C33H27GeN3O3S2W as an isolated structure, computed with the ωB97M-V functional and the def2-TZVPD basis.

As for the expectation value of S²: 0.79. As for the LUMO energy (spin up / spin down): -0.4124 / -0.4585 Ha. Its total charge is +3. As for the multiplicity: 2. The frontier orbital gap (spin up / spin down) is 5.548 / 4.253 eV.

Positions of all 70 atoms, in Å:
1 W 1.6427 -0.5923 -0.0179
2 N 4.3846 -3.2965 -2.2935
3 C 3.8362 -2.3111 -1.5965
4 S 2.6451 -2.7598 -0.3345
5 N 4.1260 -1.0730 -1.8273
6 N 3.5108 -0.1664 -1.0189
7 C 4.0737 1.0084 -0.9835
8 C 3.6931 2.0518 -0.0750
9 C 4.2082 3.3480 -0.2284
10 C 3.9536 4.3223 0.7132
11 C 3.2416 4.0044 1.8687
12 C 2.7405 2.7257 2.0632
13 C 2.9185 1.7774 1.0762
14 O 2.3498 0.5309 1.1657
15 H 4.2309 -4.2612 -2.0528
16 H 5.1155 -3.0761 -2.9558
17 H 4.9306 1.1626 -1.6326
18 H 4.8089 3.5733 -1.1011
19 H 4.3274 5.3263 0.5674
20 H 3.0862 4.7534 2.6335
21 H 2.2106 2.4694 2.9726
22 O -4.3694 5.3043 -0.4388
23 C -3.9686 4.1229 -0.0185
24 O -4.6527 3.3760 0.6191
25 C -2.5954 3.6076 -0.3896
26 C -1.8811 2.9329 0.6183
27 C -0.7343 2.2454 0.3129
28 C -0.3136 2.1903 -1.0299
29 S 1.0248 1.2003 -1.5681
30 C -0.9948 2.9083 -2.0313
31 C -2.1376 3.6121 -1.7069
32 H -3.7104 5.8386 -0.8985
33 H -2.2679 2.9449 1.6293
34 H -0.1758 1.7614 1.0992
35 H -0.6412 2.8705 -3.0545
36 H -2.6841 4.1288 -2.4860
37 C -0.9584 -3.4598 -3.8269
38 C -2.0844 -3.3791 -3.0188
39 C -2.0730 -2.5996 -1.8699
40 C -0.9286 -1.8842 -1.5234
41 C 0.1890 -1.9713 -2.3594
42 C 0.1928 -2.7536 -3.4978
43 Ge -0.8078 -0.7717 0.1058
44 C 0.3100 -2.0143 1.3574
45 C 0.9661 -1.5040 2.5073
46 C 1.4978 -2.3701 3.4520
47 C 1.3517 -3.7432 3.2895
48 C 0.6639 -4.2559 2.1923
49 C 0.1836 -3.4035 1.2138
50 C -2.5775 -0.5347 0.8909
51 C -3.6214 -0.1750 0.0364
52 C -4.8988 -0.0408 0.5540
53 C -5.1159 -0.2231 1.9152
54 C -4.0675 -0.5620 2.7623
55 C -2.7839 -0.6977 2.2586
56 H -0.9745 -4.0604 -4.7263
57 H -2.9833 -3.9199 -3.2831
58 H -2.9529 -2.5459 -1.2408
59 H 1.0916 -1.3647 -2.1451
60 H 1.0678 -2.7984 -4.1335
61 H 0.9095 -0.4532 2.7540
62 H 1.9874 -1.9775 4.3334
63 H 1.7531 -4.4146 4.0375
64 H 0.5218 -5.3237 2.0918
65 H -0.3242 -3.8037 0.3432
66 H -3.4332 -0.0220 -1.0206
67 H -5.7204 0.2080 -0.1039
68 H -6.1068 -0.0731 2.3223
69 H -4.2453 -0.7146 3.8183
70 H -1.9605 -0.9545 2.9143



[2]
A single C3H6N4OS2 molecule, computed with the ωB97M-V functional and the def2-TZVPD basis.

As for the LUMO energy: 0.0117 Ha. Its total charge is 0. As for the multiplicity: 1. For the energy above the lowest of the compared OMol25 structures with the same formula, charge and spin, the calculation gives 0.493 eV. The frontier orbital gap is 8.493 eV. As for the SMILES: CSN/C=[N+](\[O-])SN=C=N.

Positions of all 16 atoms, in Å:
1 C -0.2691 0.5746 -2.9913
2 C 0.7819 -0.5630 1.2522
3 C -1.8627 -0.0633 -1.1870
4 N -1.0768 0.4529 -3.8844
5 N 0.6194 0.2991 -2.1807
6 N -1.4234 0.1563 0.0840
7 N -2.7162 0.6772 -1.8692
8 O -3.3525 1.6753 -1.4432
9 S -2.7441 0.1754 -3.6131
10 S -1.0169 -1.1350 1.0949
11 H 1.2839 -0.8316 0.3527
12 H 1.1230 -1.2606 2.0405
13 H 1.0268 0.4105 1.7752
14 H -1.5424 -1.0268 -1.7776
15 H 1.1703 1.0138 -1.6803
16 H -2.1434 0.9056 0.3785



[3]
C25H28N5O2PPdS2 as an isolated structure, computed with the ωB97M-V functional and the def2-TZVPD basis.

As for the LUMO energy: -0.3246 Ha. Its total charge is +2. As for the multiplicity: 1. The frontier orbital gap is 5.223 eV.

Positions of all 64 atoms, in Å:
1 Pd -0.7472 -1.0330 -0.4383
2 N -2.1967 5.9399 7.0100
3 C -2.0429 5.1528 6.1890
4 C -1.8501 4.1670 5.1607
5 C -0.7805 4.2910 4.2760
6 C -0.6044 3.3506 3.2785
7 C -1.4785 2.2678 3.1750
8 C -2.5417 2.1443 4.0699
9 C -2.7347 3.0963 5.0543
10 C -1.2754 1.2501 2.1251
11 C -1.1499 -0.0765 2.4794
12 C -1.1188 -0.6722 3.7678
13 C -0.9781 -2.0308 3.5966
14 C -0.9083 -2.2536 2.2115
15 N -1.0290 -1.1030 1.5538
16 C -1.2347 1.6752 0.7786
17 C -1.5006 2.9459 0.2599
18 C -1.3818 2.8992 -1.1303
19 C -1.0562 1.6003 -1.4706
20 N -0.9572 0.8826 -0.3272
21 H -0.0954 5.1212 4.3760
22 H 0.2315 3.4398 2.5968
23 H -3.2332 1.3168 3.9785
24 H -3.5662 3.0167 5.7404
25 H -1.1836 -0.1335 4.6987
26 H -0.9169 -2.7920 4.3557
27 H -0.7695 -3.1944 1.6966
28 H -1.7516 3.8017 0.8652
29 H -1.5084 3.7077 -1.8304
30 H -0.8841 1.1636 -2.4388
31 C 2.1589 -4.4623 -2.3686
32 C 3.2454 -3.4304 -2.2074
33 C 4.4941 -3.7143 -3.0011
34 O 2.7564 -2.1021 -2.7197
35 P 1.6440 -1.2000 -2.1574
36 S 1.5287 -1.1664 -0.1139
37 S -0.2882 -1.6905 -2.6046
38 O 1.8295 0.2148 -2.7445
39 C 3.1031 0.9708 -3.0327
40 C 3.6607 0.5041 -4.3525
41 C 4.0503 0.8620 -1.8624
42 H 2.5415 -5.4239 -2.0265
43 H 1.8734 -4.5631 -3.4160
44 H 1.2766 -4.2250 -1.7727
45 H 3.4795 -3.2573 -1.1559
46 H 4.2587 -3.8285 -4.0590
47 H 4.9359 -4.6445 -2.6445
48 H 5.2295 -2.9206 -2.8798
49 H 2.7156 1.9837 -3.1172
50 H 4.0559 -0.5085 -4.2854
51 H 4.4768 1.1704 -4.6344
52 H 2.9058 0.5488 -5.1357
53 H 4.4721 -0.1414 -1.7795
54 H 3.5626 1.1360 -0.9270
55 H 4.8779 1.5535 -2.0199
56 N -4.7425 -2.0076 -1.2339
57 C -4.9770 -0.7178 -0.8293
58 C -3.7613 -0.1797 -0.5576
59 N -2.8002 -1.1379 -0.8067
60 C -3.4258 -2.2331 -1.2087
61 H -5.4423 -2.6765 -1.5180
62 H -5.9668 -0.3013 -0.7735
63 H -3.5187 0.8116 -0.2182
64 H -2.9663 -3.1646 -1.4941



[4]
C2H2AgFNaO2 as an isolated structure, computed with the ωB97M-V functional and the def2-TZVPD basis.

As for the expectation value of S²: 0.75. As for the LUMO energy (spin up / spin down): -0.0779 / -0.0780 Ha. Its total charge is 0. As for the multiplicity: 2. For the energy above the lowest of the compared OMol25 structures with the same formula, charge and spin, the calculation gives 3.373 eV. The frontier orbital gap (spin up / spin down) is 3.388 / 5.465 eV.

Positions of all 9 atoms, in Å:
1 H -0.0400 -3.7552 0.0249
2 O 0.0586 -3.1845 2.2931
3 C -0.4992 -2.8528 1.2090
4 C -1.8985 -2.5994 1.1353
5 O -2.6094 -2.5038 2.1884
6 H -2.3718 -2.6345 0.1397
7 Ag -1.9926 -2.3071 4.3800
8 Na 1.8375 -2.2543 3.2843
9 F 0.8617 -1.4897 0.8047



[5]
C20H15NaO3S2 as an isolated structure, computed with the ωB97M-V functional and the def2-TZVPD basis.

As for the LUMO energy: 0.1523 Ha. Its total charge is -2. As for the multiplicity: 1. For the energy above the lowest of the compared OMol25 structures with the same formula, charge and spin, the calculation gives 0.619 eV. The frontier orbital gap is 4.135 eV.

Positions of all 41 atoms, in Å:
1 Na 1.9574 -0.3886 -0.6395
2 S 4.3469 -1.7710 -0.7899
3 C 4.5764 -1.5073 0.9074
4 C 5.8778 -1.2460 1.3358
5 C 6.1930 -0.9948 2.6588
6 C 5.1858 -1.0073 3.6098
7 C 3.8935 -1.2935 3.2161
8 C 3.5505 -1.5555 1.8896
9 S 1.9039 -1.9587 1.5694
10 H 6.6596 -1.2334 0.5820
11 H 7.2216 -0.7882 2.9419
12 H 5.3994 -0.8014 4.6559
13 H 3.1015 -1.3149 3.9581
14 O -0.2860 -0.8869 -1.0435
15 C -1.0469 0.3114 -0.9491
16 C 0.0160 1.5299 -0.9955
17 O -0.4022 2.6185 -0.6248
18 O 1.1212 1.2137 -1.4482
19 C -1.8088 0.4531 0.3246
20 C -2.8043 1.4270 0.4109
21 C -3.4443 1.6767 1.6101
22 C -3.1168 0.9479 2.7437
23 C -2.1136 -0.0062 2.6726
24 C -1.4575 -0.2484 1.4787
25 C -1.9123 0.4040 -2.1946
26 C -3.1009 -0.3229 -2.2996
27 C -3.8237 -0.3290 -3.4796
28 C -3.3791 0.3932 -4.5740
29 C -2.2012 1.1228 -4.4789
30 C -1.4752 1.1186 -3.3024
31 H -0.7598 -1.5809 -0.5722
32 H -3.0527 1.9969 -0.4725
33 H -4.2061 2.4469 1.6652
34 H -3.6184 1.1427 3.6858
35 H -1.8337 -0.5604 3.5606
36 H -0.6357 -0.9519 1.4633
37 H -3.4561 -0.8892 -1.4496
38 H -4.7402 -0.9037 -3.5563
39 H -3.9323 0.3763 -5.5053
40 H -1.8455 1.6912 -5.3281
41 H -0.5512 1.6683 -3.2362



- total charge of number 2 (C3H6N4OS2)?
  0